1.
Here is C31H30ClP2Ru as an isolated structure in a non-equilibrium geometry from OMol25. Energies are from ωB97M-V with the def2-TZVPD basis set.

```
65
C31H30ClP2Ru ωB97M-V with the def2-TZVPD basis set
Ru 0.85 0.37 1.11
Cl 0.19 -0.99 2.78
P -1.00 0.85 0.10
C -0.78 1.68 -1.52
C -0.48 3.04 -1.57
C -0.18 3.64 -2.80
C -0.17 2.88 -3.97
C -0.46 1.52 -3.92
C -0.75 0.91 -2.70
C -2.60 0.01 -0.04
C -3.00 -0.80 1.03
C -4.26 -1.39 1.02
C -5.12 -1.20 -0.07
C -4.72 -0.39 -1.14
C -3.46 0.20 -1.13
C -1.40 2.20 1.29
C -0.61 2.26 2.43
C -0.90 3.19 3.43
C -1.96 4.08 3.25
C -2.74 4.03 2.08
C -2.47 3.08 1.09
H -2.31 -0.98 1.86
H -4.57 -2.05 1.85
H -6.09 -1.69 -0.09
H -5.38 -0.26 -2.00
H -3.15 0.81 -1.98
H -0.45 3.61 -0.64
H 0.08 4.70 -2.83
H 0.10 3.35 -4.92
H -0.44 0.90 -4.83
H -0.95 -0.16 -2.64
H 0.26 1.56 2.57
H -0.27 3.23 4.33
H -2.17 4.82 4.02
H -3.54 4.74 1.94
H -3.06 3.04 0.17
H 1.78 4.15 -0.43
H 1.58 4.21 0.30
C 2.35 -0.57 -1.84
P 1.83 -1.09 -0.21
C 1.08 -2.73 -0.61
C -0.17 -3.03 -0.03
C -0.86 -4.17 -0.44
C -0.27 -5.09 -1.33
C 1.03 -4.86 -1.78
C 1.72 -3.70 -1.40
C 3.39 -1.18 0.80
C 4.42 -2.15 0.68
C 5.38 -2.25 1.69
C 5.30 -1.44 2.83
C 4.27 -0.49 2.94
C 3.35 -0.34 1.91
H 1.49 -0.25 -2.39
H 2.89 -1.34 -2.42
H 3.05 0.26 -1.63
H -0.51 -2.35 0.76
H -1.87 -4.34 -0.05
H -0.79 -5.98 -1.69
H 1.52 -5.58 -2.46
H 2.77 -3.55 -1.66
H 4.41 -2.84 -0.17
H 6.18 -2.99 1.60
H 6.02 -1.55 3.64
H 4.12 0.09 3.84
H 2.50 0.37 2.02
```

E_HOMO (spin up / spin down)   -13.57 / -14.72 eV
Spin multiplicity   6
E   -66295.2920 eV
LUMO energy (spin up / spin down)   -6.44 / -9.90 eV
Net charge   +2

***

2.
Here is C30H44BrN3P2Ti as an isolated structure in a non-equilibrium geometry from OMol25. Energies are from ωB97M-V with the def2-TZVPD basis set.

```
81
C30H44BrN3P2Ti ωB97M-V with the def2-TZVPD basis set
C -3.48 1.08 -5.15
C -2.32 1.27 -4.36
C -1.25 1.93 -5.00
C -1.26 2.12 -6.38
N -2.32 1.80 -7.15
C -3.40 1.28 -6.55
C -2.06 0.74 -3.03
C -1.35 -0.25 -2.63
C -0.39 -1.17 -2.11
C 0.48 -0.62 -1.08
C 0.97 -1.53 -0.11
C 0.85 -2.92 -0.27
C 0.30 -3.43 -1.49
C -0.49 -2.58 -2.27
Ti -1.35 0.36 -0.81
P -1.01 1.12 1.78
H -0.37 2.22 -4.43
H -4.43 0.75 -4.72
H -0.38 2.56 -6.87
H -4.25 1.03 -7.21
H -1.26 -2.94 -2.96
H 0.83 0.45 -1.07
H 0.43 -4.48 -1.76
H 1.38 -1.11 0.82
C -0.09 0.13 3.10
C 0.62 0.97 4.14
H 0.63 -0.51 2.56
H -0.81 -0.56 3.57
H 0.89 0.34 5.00
H 1.54 1.41 3.76
H 0.01 1.79 4.53
C -0.08 2.68 1.70
C -0.67 3.61 0.64
H 0.96 2.41 1.43
H -0.01 3.19 2.67
H 0.01 4.46 0.48
H -0.82 3.12 -0.35
H -1.64 4.02 0.95
C -2.59 1.57 2.68
C -2.38 2.49 3.88
H -3.05 0.61 3.00
H -3.27 2.00 1.93
H -3.35 2.85 4.24
H -1.90 1.93 4.70
H -1.76 3.37 3.63
Br 0.77 -3.83 1.32
P 4.30 -0.08 0.34
C 3.40 1.15 1.36
C 4.22 1.68 2.56
H 2.46 0.64 1.64
H 3.16 2.01 0.70
H 3.60 2.40 3.12
H 4.52 0.88 3.25
H 5.14 2.20 2.27
C 4.11 -1.87 0.63
C 5.32 -2.77 0.31
H 3.25 -2.16 0.03
H 3.78 -1.96 1.68
H 5.08 -3.78 0.67
H 5.53 -2.85 -0.76
H 6.25 -2.45 0.79
C 3.78 0.13 -1.39
C 5.02 0.76 -2.04
H 2.89 0.77 -1.45
H 3.56 -0.87 -1.80
H 4.92 0.84 -3.12
H 5.22 1.76 -1.61
H 5.87 0.11 -1.80
N -5.42 -3.63 1.74
C -4.51 -2.87 1.08
C -3.47 -2.23 1.78
C -2.49 -1.56 1.10
N -2.66 -1.18 -0.21
C -3.65 -1.79 -0.93
C -4.54 -2.66 -0.31
H -5.33 -3.81 2.74
H -6.12 -4.20 1.25
H -3.46 -2.27 2.87
H -1.56 -1.34 1.65
H -3.72 -1.61 -2.00
H -5.33 -3.12 -0.88
```

E_HOMO (spin up / spin down)   -12.16 / -11.96 eV
Spin multiplicity   3
E   -148010.1760 eV
LUMO energy (spin up / spin down)   -5.10 / -8.43 eV
Net charge   +2
ΔE to the lowest compared entry with this formula, charge and spin   64.7 kcal per mole

***

3.
Here is C31H46InN5O2S as an isolated structure from OMol25. Energies are from ωB97M-V with the def2-TZVPD basis set.

```
86
C31H46InN5O2S ωB97M-V with the def2-TZVPD basis set
In 2.31 -1.34 -0.18
C -2.54 0.74 5.60
C -2.27 1.25 4.18
C -1.71 2.67 4.27
C -3.60 1.27 3.41
C -1.30 0.35 3.42
C -0.86 0.70 2.18
C -0.02 -0.18 1.44
N 0.56 0.08 0.26
C 0.33 0.96 -0.68
C -0.84 1.77 -0.83
C -0.96 2.60 -1.89
C 0.09 2.59 -2.88
C 1.20 1.79 -2.86
C 1.38 0.98 -1.71
O 2.43 0.26 -1.55
C 2.23 1.78 -4.00
C 2.30 0.36 -4.59
C 3.61 2.21 -3.48
C 1.83 2.73 -5.12
C -2.19 3.50 -2.03
C -3.45 2.63 -2.11
C -2.28 4.41 -0.79
C -2.13 4.39 -3.27
C 0.40 -1.43 2.00
O 1.09 -2.25 1.23
C 0.06 -1.75 3.33
C -0.80 -0.88 3.96
C 0.65 -2.98 4.03
C 0.15 -3.09 5.47
C 2.18 -2.83 4.08
C 0.26 -4.27 3.29
H -3.23 1.41 6.09
H -2.99 -0.25 5.60
H -1.63 0.71 6.20
H -2.38 3.30 4.86
H -0.73 2.68 4.76
H -1.61 3.14 3.29
H -4.32 1.91 3.93
H -3.47 1.66 2.40
H -4.03 0.27 3.35
H -1.09 1.68 1.78
H -1.64 1.67 -0.12
H -0.04 3.25 -3.72
H 2.66 -0.37 -3.86
H 1.32 0.05 -4.97
H 3.00 0.35 -5.43
H 4.01 1.52 -2.74
H 4.31 2.26 -4.31
H 3.55 3.21 -3.03
H 0.87 2.47 -5.57
H 1.79 3.77 -4.78
H 2.58 2.68 -5.91
H -3.58 2.02 -1.22
H -4.33 3.27 -2.20
H -3.42 1.97 -2.98
H -2.46 3.83 0.12
H -1.36 4.98 -0.65
H -3.10 5.11 -0.90
H -2.12 3.80 -4.19
H -3.02 5.02 -3.31
H -1.26 5.05 -3.26
H -1.10 -1.12 4.97
H 0.44 -2.24 6.08
H -0.94 -3.20 5.51
H 0.59 -3.98 5.92
H 2.47 -1.95 4.65
H 2.62 -3.71 4.56
H 2.62 -2.76 3.08
H -0.82 -4.35 3.20
H 0.70 -4.31 2.29
H 0.62 -5.13 3.85
C 0.13 -4.93 -3.71
C 1.48 -4.73 -3.15
N 2.54 -5.43 -3.40
N 3.53 -4.86 -2.66
C 3.13 -3.82 -1.95
S 4.10 -2.86 -0.92
N 1.82 -3.72 -2.25
N 0.99 -2.73 -1.71
H 0.15 -5.78 -4.38
H -0.21 -4.06 -4.26
H -0.59 -5.14 -2.91
H 4.47 -5.25 -2.69
H 0.32 -3.15 -1.07
H 0.50 -2.24 -2.45
```

E_HOMO (spin up / spin down)   -13.42 / -13.42 eV
E   -60434.9061 eV
LUMO energy (spin up / spin down)   -8.06 / -8.06 eV
Net charge   +2
ΔE to the lowest compared entry with this formula, charge and spin   0.0 kcal per mole

***

4.
Here is C6H7BrFNO4P2S as an isolated structure in a non-equilibrium geometry from OMol25. Energies are from ωB97M-V with the def2-TZVPD basis set.

```
23
C6H7BrFNO4P2S ωB97M-V with the def2-TZVPD basis set
O 1.17 2.10 -0.79
C 0.21 1.41 -0.97
O -1.03 1.90 -1.26
P -1.23 3.51 -0.90
S -0.68 4.74 -2.26
C 0.26 -0.09 -0.93
C 0.24 -0.81 -2.13
C 0.31 -2.17 -2.09
N 0.38 -2.81 -0.90
C 0.39 -2.14 0.27
Br 0.44 -3.05 1.88
C 0.34 -0.74 0.29
P 0.37 0.23 1.90
O -1.07 -0.03 2.65
O 1.52 -0.60 2.62
H -2.60 3.61 -0.66
H -0.61 3.68 0.35
H 0.16 -0.28 -3.07
H 0.29 -2.75 -3.00
H 0.43 -3.82 -0.90
H -1.65 0.66 2.30
H 1.64 -0.27 3.52
F 0.72 -2.31 4.10
```

E_HOMO   -7.60 eV
E   -118186.4418 eV
LUMO energy   -1.65 eV

***

5.
Here is one molecule with the formula C12H20N2 in a non-equilibrium geometry from OMol25. Energies are from ωB97M-V with the def2-TZVPD basis set.

```
34
C12H20N2 ωB97M-V with the def2-TZVPD basis set
C -0.95 0.79 0.41
C -1.42 -0.45 0.35
C -2.13 1.69 0.08
C 0.84 0.68 1.93
C 1.59 -0.48 1.76
C 0.48 1.14 0.53
C 1.94 -0.73 0.49
C 1.45 0.38 -0.41
C 2.51 -1.98 -0.09
C 0.78 -0.18 -1.67
C 2.56 1.42 -0.85
C -3.39 -1.62 -0.43
N -3.25 0.76 -0.25
N -2.80 -0.52 0.35
H -2.49 2.40 0.86
H -1.84 2.23 -0.78
H -0.01 0.74 2.59
H 1.40 1.48 2.57
H 1.84 -1.10 2.63
H -0.71 -1.34 0.58
H 0.53 2.30 0.45
H 2.05 -2.80 0.51
H 3.50 -2.23 -0.23
H 1.93 -2.04 -0.97
H 1.56 -0.41 -2.46
H 0.18 0.58 -2.02
H 0.24 -1.12 -1.47
H 3.12 1.66 0.14
H 2.03 2.25 -1.17
H 3.29 1.04 -1.57
H -3.17 -2.53 0.07
H -4.44 -1.45 -0.53
H -3.04 -1.53 -1.49
H -4.16 0.97 0.11
```

E_HOMO   -7.06 eV
E   -15744.6361 eV
LUMO energy   0.88 eV
ΔE to the lowest compared entry with this formula, charge and spin   105.0 kcal per mole

***

6.
Here is a 2-piece molecular cluster, C4HO2 overall in a non-equilibrium geometry from OMol25. Energies are from ωB97M-V with the def2-TZVPD basis set.

```
7
C4HO2 ωB97M-V with the def2-TZVPD basis set
C 0.87 -1.75 -0.21
C 0.05 -0.54 0.15
C -1.17 0.37 0.42
C 1.28 -0.43 -0.38
O -1.79 0.31 1.50
O -1.41 1.06 -0.57
H 2.18 0.97 -0.92
```

E_HOMO   -4.81 eV
E   -8254.0617 eV
LUMO energy   3.34 eV
Net charge   -1
ΔE to the lowest compared entry with this formula, charge and spin   66.4 kcal per mole

***

7.
Here is a 2-piece molecular cluster, C4H6N2OS overall in a non-equilibrium geometry from OMol25. Energies are from ωB97M-V with the def2-TZVPD basis set.

```
14
C4H6N2OS ωB97M-V with the def2-TZVPD basis set
C 0.74 0.18 -0.68
C 1.00 0.64 0.61
C 1.19 -0.53 1.27
C -2.41 -0.52 -0.25
N 0.68 -1.13 -0.75
N 1.14 1.95 1.03
O 1.03 -1.58 0.49
S -2.37 -2.05 -0.85
H 0.49 0.63 -1.63
H 1.51 -0.72 2.26
H -2.81 0.42 -0.75
H 0.67 2.64 0.42
H 2.06 2.25 1.19
H -2.91 -2.19 -2.34
```

E_HOMO (spin up / spin down)   -7.07 / -8.92 eV
Spin multiplicity   3
E   -20101.2781 eV
LUMO energy (spin up / spin down)   0.61 / -1.35 eV
ΔE to the lowest compared entry with this formula, charge and spin   75.7 kcal per mole

***

8.
Here is a 2-piece molecular cluster, C2H4IN2O overall in a non-equilibrium geometry from OMol25. Energies are from ωB97M-V with the def2-TZVPD basis set.

```
10
C2H4IN2O ωB97M-V with the def2-TZVPD basis set
C 0.83 0.07 1.23
C 0.79 -0.28 -1.18
N 1.08 -0.12 0.09
N -0.22 0.40 -1.77
O -1.45 -0.52 1.57
I -1.99 0.30 3.21
H 0.66 0.15 2.29
H 1.69 -0.88 -1.60
H -0.52 0.05 -2.66
H -0.87 0.82 -1.18
```

E_HOMO (spin up / spin down)   -13.70 / -12.48 eV
E   -15254.4676 eV
LUMO energy (spin up / spin down)   -5.39 / -6.60 eV
Net charge   +1
ΔE to the lowest compared entry with this formula, charge and spin   93.2 kcal per mole

***

9.
Here is a 2-piece molecular cluster, C4H11BO2 overall in a non-equilibrium geometry from OMol25. Energies are from ωB97M-V with the def2-TZVPD basis set.

```
18
C4H11BO2 ωB97M-V with the def2-TZVPD basis set
B -2.16 0.21 -0.20
C 0.71 -1.44 0.14
C 1.70 1.00 -0.03
C -1.49 1.31 -0.98
C 0.80 0.00 0.50
O -2.75 0.41 1.08
O -2.08 -1.17 -0.50
H 0.48 -1.99 0.97
H 1.79 -1.76 -0.21
H 0.01 -1.67 -0.62
H 2.66 0.92 0.33
H 1.48 1.95 0.22
H 1.95 1.15 -1.14
H -1.38 2.22 -0.54
H -0.86 1.05 -1.85
H 0.14 0.24 1.20
H -3.46 -0.23 1.32
H -1.90 -1.65 0.36
```

E_HOMO (spin up / spin down)   -7.54 / -9.07 eV
E   -9095.8818 eV
LUMO energy (spin up / spin down)   -0.68 / 0.56 eV
ΔE to the lowest compared entry with this formula, charge and spin   107.6 kcal per mole

***

10.
Here is C39H42Cl3GeN6O5PtS as an isolated structure from OMol25. Energies are from ωB97M-V with the def2-TZVPD basis set.

```
98
C39H42Cl3GeN6O5PtS ωB97M-V with the def2-TZVPD basis set
Pt -0.45 1.39 1.57
Cl 4.14 5.98 4.87
C 3.30 5.02 3.74
C 2.55 3.93 4.20
C 1.88 3.16 3.30
Cl 0.97 1.80 3.84
C 1.94 3.42 1.87
O 1.37 2.72 1.01
C 2.73 4.58 1.46
Cl 2.78 4.93 -0.20
C 3.38 5.35 2.37
H 2.52 3.70 5.26
H 3.96 6.21 2.06
O 1.23 -2.42 1.27
C 1.28 -1.21 1.39
O 0.26 -0.58 1.95
C 2.47 -0.41 0.91
C 2.29 0.05 -0.54
Ge 1.92 -1.32 -1.90
C 0.12 -2.03 -2.10
C -0.37 -3.10 -1.34
C -1.64 -3.62 -1.58
C -2.44 -3.07 -2.57
C -1.97 -2.01 -3.33
C -0.70 -1.50 -3.09
C 2.31 -0.38 -3.58
C 2.49 -1.12 -4.75
C 2.77 -0.51 -5.96
C 2.88 0.88 -6.02
C 2.71 1.63 -4.87
C 2.42 1.01 -3.66
C 3.27 -2.71 -1.74
C 4.61 -2.33 -1.60
C 5.62 -3.27 -1.55
C 5.32 -4.62 -1.65
C 4.00 -5.02 -1.80
C 2.98 -4.07 -1.85
H 3.35 -1.05 1.01
H 2.60 0.45 1.56
H 3.23 0.49 -0.89
H 1.52 0.81 -0.62
H 0.24 -3.52 -0.56
H -2.00 -4.45 -0.99
H -3.43 -3.48 -2.75
H -2.59 -1.58 -4.10
H -0.34 -0.68 -3.71
H 2.41 -2.21 -4.71
H 2.91 -1.10 -6.85
H 3.11 1.36 -6.96
H 2.80 2.71 -4.91
H 2.28 1.62 -2.77
H 4.87 -1.28 -1.53
H 6.65 -2.96 -1.45
H 6.10 -5.36 -1.61
H 3.75 -6.07 -1.90
H 1.96 -4.40 -1.98
C -4.45 2.54 2.57
N -4.16 2.99 1.21
C -5.35 3.41 0.46
C -2.92 3.23 0.80
S -1.63 3.36 2.00
N -2.61 3.43 -0.48
C -1.30 3.96 -0.87
C -3.33 2.79 -1.59
H -5.32 1.89 2.53
H -4.67 3.40 3.20
H -3.61 1.98 2.98
H -5.98 3.96 1.15
H -5.90 2.56 0.07
H -5.07 4.07 -0.35
H -0.98 4.74 -0.18
H -1.40 4.39 -1.86
H -0.55 3.16 -0.89
H -4.03 2.04 -1.21
H -2.59 2.27 -2.20
H -3.85 3.52 -2.20
N -0.98 0.94 -0.47
C -2.01 0.37 -0.62
N -3.13 -0.14 -0.90
C -3.59 -1.23 -0.32
N -4.04 -2.15 0.21
O -1.68 0.27 4.29
C -2.09 -0.32 3.31
O -2.17 0.16 2.11
C -2.57 -1.78 3.38
N -1.97 -2.52 2.20
C -1.41 -3.81 2.72
C -0.96 -3.43 4.12
C -2.12 -2.56 4.62
H -3.65 -1.77 3.24
H -1.19 -1.95 1.83
H -2.66 -2.63 1.45
H -0.62 -4.14 2.05
H -2.22 -4.54 2.75
H -0.04 -2.85 4.06
H -0.78 -4.30 4.74
H -1.83 -1.87 5.41
H -2.93 -3.19 4.98
```

E_HOMO (spin up / spin down)   -10.48 / -10.48 eV
Spin multiplicity   5
E   -168459.6813 eV
LUMO energy (spin up / spin down)   -2.50 / -6.15 eV
Net charge   +1
ΔE to the lowest compared entry with this formula, charge and spin   4.5 kcal per mole

***

11.
Here is C10H40O10 as an isolated structure in a non-equilibrium geometry from OMol25. Energies are from ωB97M-V with the def2-TZVPD basis set.

```
60
C10H40O10 ωB97M-V with the def2-TZVPD basis set
C -1.13 2.35 1.86
O -1.64 3.11 2.90
H -1.09 1.30 2.17
H -1.75 2.47 0.97
H -0.12 2.68 1.60
H -1.83 2.49 3.60
C 0.10 -0.23 0.00
O -0.15 -0.48 1.38
H 1.01 -0.71 -0.36
H -0.70 -0.69 -0.59
H 0.03 0.85 -0.13
H -1.02 -0.14 1.62
C 2.19 -0.46 2.10
O 3.50 -0.62 1.58
H 2.07 -0.38 3.18
H 1.74 0.46 1.74
H 1.62 -1.34 1.80
H 3.50 -0.49 0.63
C 1.43 1.41 -2.55
O 0.33 1.66 -1.68
H 1.34 1.17 -3.61
H 2.17 2.18 -2.34
H 1.95 0.53 -2.18
H -0.30 0.95 -1.84
C 3.49 0.60 -0.63
O 3.21 -0.81 -0.35
H 4.33 0.99 -0.06
H 3.76 0.76 -1.68
H 2.53 1.05 -0.37
H 2.71 -1.29 -1.01
C -2.19 0.23 3.59
O -2.08 1.51 4.15
H -3.27 0.36 3.49
H -1.69 0.10 2.63
H -1.91 -0.56 4.29
H -2.48 1.46 5.02
C 2.49 -2.61 -1.78
O 2.10 -1.29 -2.10
H 1.55 -3.03 -1.43
H 2.89 -3.01 -2.71
H 3.26 -2.68 -1.01
H 1.15 -1.32 -2.22
C -0.37 -2.41 -1.66
O -0.25 -1.89 -2.96
H 0.29 -1.80 -1.04
H -1.37 -2.32 -1.22
H 0.03 -3.39 -1.40
H -0.31 -2.65 -3.54
C -2.06 0.49 -2.26
O -0.71 0.14 -2.36
H -2.39 1.19 -3.02
H -2.60 -0.44 -2.45
H -2.49 0.72 -1.28
H -0.68 -0.71 -2.82
C -3.46 1.11 1.18
O -2.58 0.07 0.86
H -4.41 0.65 1.46
H -3.30 1.64 2.12
H -3.50 1.78 0.32
H -2.95 -0.70 0.43
```

E_HOMO   -7.06 eV
E   -31471.7971 eV
LUMO energy   -0.42 eV
ΔE to the lowest compared entry with this formula, charge and spin   492.4 kcal per mole

***

> Among the records above, which one has the lowest E?

C39H42Cl3GeN6O5PtS

***

> Look up the E of the third one.

-60434.9061 eV